Formula: C20H24BeCl2N4O2S3
Source: the OMol25 dataset
Level of theory: the ωB97M-V functional and the def2-TZVPD basis

E, eV: -89140.544
ΔE to the lowest compared entry with this formula, charge and spin, kcal/mol: 0.3
Frontier orbital gap, eV: 8.05
Charge: 0

The geometry in XYZ format:
```
56
Properties=species:S:1:pos:R:3:forces:R:3
Be 1.223 -0.234 -0.407 0.0 0.5 0.6
Cl 0.946 -1.614 2.635 0.0 -0.1 -0.1
C 1.013 -3.025 1.608 0.1 0.0 0.2
C 0.334 -4.144 2.053 0.0 -0.1 -0.1
C 0.359 -5.302 1.292 0.0 0.0 0.0
C 1.053 -5.317 0.096 0.0 0.0 0.0
C 1.713 -4.176 -0.333 0.0 -0.1 -0.1
Cl 2.522 -4.253 -1.864 0.0 0.0 0.0
C 1.725 -2.991 0.404 0.1 0.1 0.2
S 2.633 -1.579 -0.135 0.0 -0.1 -0.1
H -0.203 -4.101 2.990 0.0 0.0 0.0
H -0.154 -6.189 1.635 0.0 0.0 0.0
H 1.089 -6.206 -0.517 0.0 0.0 0.0
O 3.217 1.640 -3.116 0.0 -0.1 0.1
C 2.912 2.921 -2.828 0.0 0.2 0.0
C 3.469 3.889 -3.669 -0.1 0.0 0.1
C 3.203 5.226 -3.470 0.0 0.0 0.0
C 2.375 5.634 -2.426 0.0 0.0 0.0
C 1.836 4.684 -1.587 0.0 0.0 0.0
C 2.093 3.319 -1.759 0.0 0.0 -0.1
C 1.507 2.365 -0.795 -0.2 -0.1 0.3
O 1.601 1.081 -1.067 0.3 0.0 -0.6
N 0.950 2.834 0.275 0.0 -0.2 0.0
N 0.495 1.824 1.121 -0.1 -0.1 -0.3
C -0.169 2.271 2.107 0.0 -0.1 0.1
S -0.556 3.965 2.372 0.0 0.0 0.0
C -1.215 3.695 4.040 0.0 0.0 0.0
C -1.909 2.346 4.075 0.1 0.0 0.0
S -0.775 1.148 3.325 -0.1 0.1 0.0
H 2.761 1.078 -2.467 0.0 0.0 0.0
H 4.108 3.551 -4.471 0.0 0.0 -0.1
H 3.641 5.960 -4.134 0.0 0.0 0.0
H 2.159 6.681 -2.272 0.0 0.0 0.0
H 1.197 4.974 -0.764 0.0 0.0 0.0
H -1.909 4.506 4.259 0.0 0.0 0.0
H -0.397 3.723 4.761 0.0 0.0 0.0
H -2.847 2.367 3.521 0.0 0.0 0.0
H -2.100 2.021 5.097 0.0 0.0 0.0
C -2.467 -3.500 -1.287 0.0 0.0 0.0
C -2.288 -2.146 -0.606 0.0 0.0 -0.1
C -2.616 -2.260 0.880 0.0 0.0 0.0
C -3.179 -1.095 -1.273 0.0 -0.1 0.0
N -0.849 -1.843 -0.750 -0.2 0.2 -0.1
N -0.437 -0.591 -0.188 -0.1 0.0 -0.1
H -3.495 -3.845 -1.177 0.0 0.0 0.0
H -1.797 -4.237 -0.846 0.0 0.0 0.0
H -2.249 -3.434 -2.355 0.0 0.0 0.0
H -3.599 -2.714 1.003 0.0 0.0 0.0
H -2.647 -1.286 1.373 0.0 0.0 0.0
H -1.880 -2.884 1.384 0.0 0.0 0.0
H -4.230 -1.358 -1.155 0.0 0.0 0.0
H -2.967 -1.025 -2.341 0.0 0.0 0.0
H -3.053 -0.107 -0.826 0.0 0.0 0.0
H -0.594 -1.823 -1.733 0.0 0.0 0.0
H -0.571 -0.635 0.822 0.1 0.0 0.0
H -0.983 0.214 -0.508 -0.1 -0.1 0.0
```
Forces are in eV/Å.

Formula: C5H8BrN2
Source: the OMol25 dataset
Level of theory: the ωB97M-V functional and the def2-TZVPD basis

E, eV: -78326.788
ΔE to the lowest compared entry with this formula, charge and spin, kcal/mol: 110.8
Frontier orbital gap (alpha / beta), eV: 8.35 / 8.34
Charge: +1

The geometry in XYZ format:
```
16
Properties=species:S:1:pos:R:3:forces:R:3
C 0.013 -1.700 -0.423 0.0 -0.4 -0.5
C 0.639 -1.963 0.670 2.0 3.4 -0.3
C -0.143 0.824 -0.169 -1.4 -0.9 -0.1
C 0.008 -0.300 -1.052 -0.6 -1.0 0.4
C 1.738 0.110 1.027 0.2 -5.5 1.2
N 0.682 0.915 0.855 -1.5 3.5 0.6
N -1.144 1.669 -0.333 1.9 1.8 2.4
Br 3.161 0.092 -0.171 0.5 0.2 -0.2
H -0.496 -2.382 -1.134 0.3 -0.1 1.0
H 1.264 -2.503 1.323 -0.2 -1.0 0.5
H 0.963 -0.132 -1.501 0.5 -0.3 -1.2
H -0.849 -0.393 -1.669 -0.3 0.8 -1.4
H 1.953 -0.173 2.068 0.3 0.8 -0.6
H 0.603 1.715 1.532 -0.3 -0.9 -0.8
H -1.990 1.713 -0.841 -0.4 -0.8 -1.1
H -1.008 2.436 0.314 -0.8 0.4 -0.2
```
Forces are in eV/Å.

Formula: C46H104Cl10O18
Source: the OMol25 dataset
Level of theory: the ωB97M-V functional and the def2-TZVPD basis

E, eV: -211456.280
Frontier orbital gap, eV: 9.63
SMILES: COCCOCCOC.COCCOCCOC.COCCOCCOC.COCCOCCOC.COCCOCCOC.COCCOCCOC.ClCCCl.ClCCCl.ClCCCl.ClCCCl.ClCCCl
Charge: 0

The geometry in XYZ format:
```
178
Properties=species:S:1:pos:R:3:forces:R:3
Cl -3.303 3.369 3.679 0.0 0.2 1.2
C -3.292 2.136 2.438 -0.2 -0.1 -0.4
C -3.352 2.893 1.130 0.2 -1.1 -0.2
Cl -1.839 3.809 0.883 -0.1 0.4 -0.1
H -4.145 1.471 2.576 -0.3 0.3 -0.1
H -2.433 1.471 2.528 0.3 0.4 0.0
H -4.188 3.592 1.096 0.1 -0.2 -0.1
H -3.375 2.140 0.343 -0.2 0.3 -0.3
Cl 1.829 2.797 4.250 -0.5 0.5 0.9
C 1.246 3.225 5.948 0.4 0.3 -0.6
C 2.417 3.692 6.801 -0.3 -0.7 0.3
Cl 2.655 5.451 6.772 0.1 0.1 -0.3
H 0.744 2.340 6.338 0.3 0.0 0.0
H 0.518 4.034 5.889 0.0 -0.2 -0.4
H 3.336 3.183 6.509 0.0 0.2 0.0
H 2.193 3.452 7.840 0.1 0.0 0.0
Cl 6.497 3.034 2.752 -0.2 -0.4 0.2
C 5.447 1.589 2.676 -1.0 -0.7 -1.0
C 5.612 0.567 3.751 1.1 0.4 1.2
Cl 5.043 1.347 5.299 0.2 -0.5 0.0
H 5.618 1.121 1.707 0.2 0.0 0.0
H 4.395 1.874 2.686 0.2 0.5 -0.1
H 6.660 0.309 3.908 -0.1 0.1 0.0
H 5.089 -0.382 3.635 -0.3 0.4 -0.4
Cl 1.069 3.207 -3.118 0.0 -0.8 -0.2
C 1.249 4.908 -3.513 0.4 0.6 -0.5
C -0.096 5.585 -3.417 0.4 -0.4 0.6
Cl 0.148 7.320 -3.409 0.0 0.9 -0.2
H 1.613 5.035 -4.533 0.2 -0.3 0.0
H 2.010 5.295 -2.835 -0.3 0.2 0.1
H -0.517 5.336 -2.443 -0.4 -0.1 -0.3
H -0.714 5.320 -4.274 -0.2 -0.1 0.4
Cl 2.188 -0.027 1.327 -0.7 1.2 0.1
C 1.187 1.548 1.242 1.2 -0.4 2.2
C 0.534 1.702 -0.012 -0.8 0.0 -2.4
Cl -0.848 0.561 -0.153 -0.3 0.0 -0.3
H 1.830 2.416 1.385 0.5 -0.3 0.1
H 0.442 1.555 2.038 0.3 -0.4 0.2
H 1.197 1.516 -0.857 -0.1 0.1 0.0
H 0.112 2.705 -0.083 0.1 -0.2 -0.1
C 9.053 -0.935 3.160 -0.8 -1.1 -0.6
O 7.916 -1.298 2.325 0.5 0.6 0.9
C 7.825 -2.678 2.020 -0.3 0.7 -0.6
C 6.463 -2.985 1.382 0.6 -0.3 0.2
O 5.499 -3.098 2.382 -0.6 0.2 1.5
C 4.133 -3.144 1.935 1.3 0.2 -0.4
C 3.132 -3.170 3.096 1.9 -0.6 0.2
O 3.282 -4.441 3.755 0.9 0.9 -1.6
C 2.191 -4.906 4.423 -1.5 -0.7 0.6
H 9.901 -1.588 2.955 0.2 0.1 -0.4
H 8.809 -1.147 4.201 -0.1 0.4 0.2
H 9.325 0.103 2.970 -0.2 -0.1 0.1
H 7.962 -3.343 2.873 -0.1 0.1 0.4
H 8.643 -2.878 1.328 0.0 -0.4 -0.4
H 6.616 -3.935 0.869 -0.2 -0.4 -0.3
H 6.128 -2.261 0.639 0.4 0.4 -0.2
H 4.131 -3.991 1.250 -0.9 -0.4 0.1
H 4.018 -2.256 1.314 -0.6 0.3 -0.1
H 2.135 -2.881 2.764 -0.3 -0.6 -0.1
H 3.443 -2.419 3.822 -0.1 0.4 0.0
H 2.336 -5.959 4.664 0.3 0.0 0.1
H 1.294 -4.889 3.805 -0.3 0.2 -0.2
H 1.974 -4.359 5.341 0.0 0.2 0.2
C 5.222 4.636 -4.035 -0.8 -1.5 0.5
O 5.461 4.054 -2.739 -0.2 0.3 0.8
C 4.793 2.808 -2.398 0.0 0.4 -0.3
C 4.819 2.372 -0.876 -0.2 2.4 -0.3
O 4.033 3.140 0.085 -0.6 0.1 -0.8
C 4.215 4.573 0.086 0.5 -0.9 0.0
C 3.549 5.244 1.270 -0.6 0.0 -0.8
O 2.156 5.216 1.077 -1.9 0.0 -0.3
C 1.365 6.002 1.997 1.2 -1.0 0.7
H 5.678 5.620 -4.148 0.5 -0.4 0.3
H 4.161 4.790 -4.234 -0.4 0.0 0.3
H 5.514 3.908 -4.792 0.5 0.3 -0.3
H 5.271 2.010 -2.966 0.4 -0.3 0.1
H 3.784 2.802 -2.810 -0.4 0.3 0.4
H 5.826 2.483 -0.475 0.4 -0.6 -0.4
H 4.421 1.358 -0.841 0.2 0.0 0.1
H 3.871 5.018 -0.848 -0.3 0.0 0.0
H 5.282 4.789 0.145 0.3 0.0 0.1
H 3.835 6.291 1.171 0.5 0.2 0.6
H 3.820 4.776 2.216 0.2 0.2 0.2
H 1.439 5.500 2.962 0.3 0.2 0.5
H 0.286 5.990 1.843 0.2 0.0 -1.1
H 1.754 7.017 2.081 -0.1 0.1 -0.1
C -2.999 -7.334 -5.390 0.8 0.6 0.5
O -1.719 -6.690 -5.413 -0.1 -0.4 -0.5
C -1.042 -6.527 -4.170 -0.4 2.3 -0.7
C -1.293 -5.070 -3.618 -0.3 -1.7 0.5
O -0.573 -4.102 -4.325 0.8 0.2 0.3
C -0.637 -2.748 -3.831 -0.1 -1.0 -1.3
C 0.103 -2.365 -2.560 -0.6 -0.7 0.9
O -0.442 -3.067 -1.434 -0.1 0.2 -0.7
C 0.230 -2.913 -0.200 -0.7 -0.2 -0.1
H -3.402 -7.397 -6.400 0.5 -0.1 -0.1
H -3.720 -6.733 -4.836 -0.1 0.0 0.4
H -2.879 -8.317 -4.935 -0.3 -0.2 0.0
H 0.027 -6.496 -4.383 0.1 -0.7 -0.1
H -1.322 -7.294 -3.448 0.1 0.0 0.1
H -0.996 -5.085 -2.569 -0.1 0.1 0.2
H -2.368 -4.905 -3.695 -0.3 0.3 0.1
H -1.690 -2.465 -3.864 -0.2 0.1 0.8
H -0.225 -2.237 -4.701 0.4 0.5 0.3
H -0.061 -1.301 -2.389 0.2 0.4 -0.2
H 1.168 -2.595 -2.565 0.2 0.1 -0.5
H 0.141 -1.915 0.228 0.0 0.2 -0.2
H 1.287 -3.178 -0.247 0.1 -0.2 -0.1
H -0.341 -3.601 0.423 0.5 -0.1 0.4
C -4.391 -3.674 4.879 0.5 -1.2 0.2
O -3.899 -2.600 4.169 0.1 1.1 -1.8
C -3.123 -2.934 2.996 0.1 -0.4 1.2
C -2.595 -1.662 2.360 -0.4 -0.7 1.4
O -1.953 -0.837 3.290 2.0 0.9 1.5
C -0.665 -1.336 3.753 -0.8 -1.4 -0.6
C 0.114 -0.569 4.775 -0.5 1.2 0.4
O 1.197 -1.362 5.201 0.6 -0.4 -0.2
C 1.997 -0.745 6.191 0.6 0.1 0.2
H -3.532 -4.247 5.228 0.1 -0.4 0.4
H -4.979 -4.365 4.274 -0.3 0.0 -0.2
H -4.969 -3.365 5.750 0.0 0.3 -0.2
H -3.605 -3.553 2.239 -0.9 0.3 -0.1
H -2.316 -3.601 3.299 0.5 0.1 0.4
H -3.481 -1.075 2.116 0.2 0.0 -0.9
H -1.890 -1.979 1.592 -0.3 0.4 -0.7
H -0.020 -1.479 2.887 0.1 -0.1 -0.3
H -0.788 -2.293 4.260 -0.3 -0.4 -0.3
H -0.494 -0.379 5.660 -0.4 0.4 0.0
H 0.450 0.361 4.316 0.2 0.3 0.3
H 1.514 -0.673 7.166 -0.6 0.3 0.0
H 2.423 0.209 5.879 -0.5 0.4 -0.2
H 2.897 -1.310 6.435 -0.1 -0.7 -0.6
C -3.369 -4.164 -0.658 0.3 -0.1 0.3
O -4.252 -3.057 -0.431 0.2 0.3 -0.9
C -3.806 -1.855 -1.112 0.4 0.2 0.9
C -4.700 -0.608 -0.900 -1.3 -1.8 -0.1
O -6.104 -0.940 -1.114 0.0 0.7 -1.2
C -6.469 -0.926 -2.547 0.5 0.9 1.1
C -7.934 -0.566 -2.892 -0.3 -1.7 -0.3
O -8.967 -1.327 -2.263 0.0 1.4 1.1
C -8.787 -2.718 -2.253 0.4 0.4 0.1
H -3.828 -5.152 -0.620 -1.1 0.3 -0.5
H -2.678 -4.336 0.167 0.6 0.9 0.2
H -2.794 -4.078 -1.579 -0.1 0.1 0.1
H -3.598 -1.987 -2.173 -0.5 -0.5 -0.3
H -2.820 -1.590 -0.729 0.3 0.1 0.3
H -4.348 0.168 -1.579 0.0 0.1 -0.2
H -4.653 -0.205 0.112 0.0 -0.3 0.1
H -6.091 -1.839 -3.006 -0.3 -0.2 -0.1
H -5.918 -0.082 -2.962 0.3 0.0 -0.4
H -8.151 -0.793 -3.935 1.0 0.0 -0.7
H -8.109 0.510 -2.874 -0.3 -0.1 1.0
H -8.658 -3.060 -3.280 -0.2 -0.5 -0.1
H -9.658 -3.137 -1.749 -0.1 -0.1 -0.4
H -7.916 -3.001 -1.663 0.2 -0.1 0.0
C -4.615 2.267 -6.008 -0.3 -0.3 0.6
O -4.281 1.082 -6.757 -0.5 0.7 0.4
C -3.075 0.448 -6.368 -0.4 0.6 -0.2
C -3.022 -0.156 -4.957 0.5 -0.5 -1.0
O -3.198 0.743 -3.920 -1.0 0.8 0.2
C -2.083 1.591 -3.759 -0.4 0.4 2.0
C -2.452 2.697 -2.709 0.3 -0.1 -1.8
O -3.150 3.755 -3.438 -0.2 -0.3 1.5
C -3.582 4.810 -2.551 1.4 0.4 -0.4
H -5.309 2.911 -6.548 -0.2 -0.6 -0.3
H -3.828 2.952 -5.694 0.9 -0.4 -0.5
H -5.033 1.969 -5.046 -0.4 0.0 -0.1
H -2.326 1.225 -6.524 0.7 -0.3 0.2
H -2.942 -0.340 -7.109 0.2 -0.1 0.1
H -2.045 -0.614 -4.802 0.4 -0.1 -0.4
H -3.708 -0.999 -4.879 -0.5 0.3 0.2
H -1.680 2.014 -4.679 -0.3 0.3 -0.1
H -1.310 0.942 -3.347 0.5 0.2 0.3
H -1.517 3.010 -2.244 0.1 0.6 -0.2
H -3.018 2.312 -1.862 -0.6 -0.2 -0.3
H -4.151 5.603 -3.035 -0.7 -0.8 -0.5
H -2.699 5.402 -2.311 0.3 -0.2 0.7
H -4.048 4.481 -1.622 -0.2 -0.3 -0.2
```
Forces are in eV/Å.